(1)
Here is a single C5H8O2 molecule from OMol25. Energies are from wB97M-V/def2-TZVPD.

Structure (XYZ):
```
15
Properties=species:S:1:pos:R:3:forces:R:3:mulliken_charge:R:1
C -1.28826 0.59722 -0.20324 0.42 0.20 -0.34 -1.106
C 0.08356 0.06192 -0.50388 0.28 0.39 -0.15 0.910
O 0.22212 -0.55340 -1.73678 0.42 -0.08 -0.26 -0.582
C 1.24480 0.92383 -0.11925 0.02 0.29 -0.10 -0.631
O 2.44952 0.19902 -0.28954 0.25 -0.15 0.27 -0.549
C -0.70166 -0.60143 0.51347 -0.19 0.83 -0.66 0.185
C -1.36773 -1.38115 1.33016 0.09 0.43 -0.47 -0.798
H -2.03110 0.40928 -0.98115 0.15 -0.05 0.28 0.319
H -1.36951 1.56371 0.30246 0.13 -0.28 -0.10 0.278
H -2.24694 -0.73679 1.19198 -1.24 -2.14 2.21 0.300
H 1.16267 -0.77099 -1.79672 0.02 -0.13 -0.19 0.401
H 1.12879 1.31637 0.90161 0.02 -0.11 -0.22 0.349
H 1.27241 1.75941 -0.82067 0.18 0.03 0.04 0.297
H 2.48770 -0.45968 0.41627 0.11 0.06 -0.11 0.328
H -1.04637 -2.32731 1.79530 -0.65 0.71 -0.19 0.300
```
Positions in Å, forces in eV/Å.

Summary:
Charge: 0
DFT total energy, a.u.: -345.6661
Frontier orbital gap, Eh: 0.37848

=====

(2)
Here is a molecular structure, C24H50AlClF4N4O5PS from OMol25. Energies are from wB97M-V/def2-TZVPD.

Structure (XYZ):
```
91
Properties=species:S:1:pos:R:3:forces:R:3:mulliken_charge:R:1
C -4.50206 2.18564 2.84520 -0.10 0.04 -0.08 -0.784
C -4.77847 1.60384 4.23051 -0.05 0.04 0.10 -0.450
C -3.58314 1.53714 5.21936 -0.16 0.14 -0.09 -0.662
C -2.19749 1.82463 4.64086 0.09 -0.12 0.08 -1.004
C -1.57417 0.74028 3.72878 0.06 -0.04 -0.08 0.030
C -2.37579 -0.54860 3.52373 0.21 0.00 0.16 -0.393
C -1.62484 -1.61552 2.70350 -0.33 -0.03 -0.11 -0.996
C -2.11641 -1.79059 1.25083 0.65 0.02 0.14 -1.734
C -1.45083 -0.91737 0.16086 -0.30 0.27 -0.03 -1.847
N -0.47885 0.07299 0.62565 -0.31 -0.26 -0.12 -0.249
C 0.03973 0.65692 -0.54586 -0.18 -0.93 0.06 -1.103
O 0.46349 1.76458 -0.60156 0.69 0.94 0.02 -0.568
C -0.06348 -0.30760 -1.74676 0.07 0.05 0.07 2.570
C 1.37730 -0.56174 -2.23334 -0.11 -0.48 -0.15 -2.287
C 2.46151 -0.93629 -1.21019 0.14 0.30 -0.15 0.092
C 3.60379 0.08208 -1.08800 0.13 -0.16 0.07 -0.565
C 4.91293 -0.62046 -0.67424 0.08 0.06 -0.11 -0.813
N 5.88838 0.17105 0.05951 -0.34 0.06 -0.02 -0.729
C -0.82241 0.45393 -2.87114 -0.06 0.18 0.23 -1.284
C -0.06685 1.59030 -3.57373 -0.01 -0.09 -0.22 -1.075
C -1.03546 2.51247 -4.31952 0.20 -0.06 0.10 -1.004
C -1.97923 3.32981 -3.44439 -0.27 -0.10 -0.28 -0.829
S -1.25917 4.79942 -2.76408 0.15 -0.15 0.28 1.066
O -2.17847 5.37179 -1.83262 0.10 0.00 -0.09 -0.573
O 0.11585 4.60278 -2.45315 -0.15 0.08 0.05 -0.455
Cl -1.30337 5.97739 -4.43812 0.02 0.26 -0.21 -0.243
C -0.84175 -1.57179 -1.12762 -0.22 -0.04 -0.07 2.467
C -0.02471 -2.89871 -0.90046 0.21 0.01 0.17 -2.595
C 0.47138 -3.25874 0.51810 -0.11 -0.10 -0.05 0.399
C 1.74751 -4.10356 0.55897 -0.21 -0.19 -0.01 -0.322
C 2.32865 -4.17463 1.97230 -0.14 0.09 0.09 -1.088
N 2.99178 -2.97943 2.47331 0.02 -0.09 0.20 -0.565
P -2.28119 -2.22681 -2.07798 0.15 -0.38 -0.03 0.983
N -2.97791 -3.41680 -1.37398 -0.05 0.41 0.04 -0.926
O -1.64091 -2.64098 -3.48963 0.06 0.13 0.01 -0.671
O -3.27607 -1.01713 -2.48229 -0.12 0.02 0.28 -0.578
H -5.44592 2.39733 2.33745 0.02 -0.04 0.00 0.383
H -3.95468 3.12726 2.89892 -0.02 -0.01 0.00 0.304
H -3.93705 1.50997 2.20043 0.10 0.03 0.07 -0.071
H -5.22340 0.61006 4.13082 0.03 0.02 -0.10 0.271
H -5.55641 2.22482 4.68357 0.00 -0.08 0.04 0.403
H -3.58038 0.56556 5.71773 0.00 0.03 0.01 0.271
H -3.76771 2.26967 6.00974 0.08 -0.01 -0.01 0.447
H -2.22743 2.78013 4.11466 0.04 -0.04 -0.02 0.299
H -1.51777 1.98540 5.48170 -0.06 0.01 0.02 0.482
H -0.62086 0.42650 4.16828 0.02 0.09 -0.04 0.382
H -1.32120 1.17075 2.75877 -0.07 -0.03 -0.01 -0.182
H -2.59327 -0.96962 4.50940 -0.06 0.00 -0.04 0.344
H -3.33962 -0.34983 3.05061 0.00 0.01 0.04 -0.131
H -1.76514 -2.58472 3.18864 0.04 0.02 0.01 0.485
H -0.55073 -1.42386 2.74707 0.02 -0.02 0.03 0.233
H -3.18608 -1.58075 1.23966 -0.04 -0.15 -0.04 0.528
H -1.98846 -2.83039 0.96756 -0.25 0.03 -0.07 0.911
H -2.25273 -0.28143 -0.23958 -0.01 -0.01 0.06 1.353
H 0.23480 -0.25564 1.26305 -0.02 0.14 0.12 0.524
H 1.32286 -1.35591 -2.99153 0.01 0.07 -0.09 0.284
H 1.71762 0.32446 -2.76335 -0.07 -0.01 0.09 0.856
H 2.92341 -1.86894 -1.53666 -0.10 -0.20 0.15 0.554
H 2.03325 -1.09743 -0.21960 -0.01 -0.24 0.07 -0.249
H 3.75978 0.56588 -2.05499 0.00 0.18 0.11 0.401
H 3.37951 0.85976 -0.35395 -0.13 0.05 -0.12 0.200
H 4.66125 -1.51519 -0.09377 0.06 -0.02 0.09 0.319
H 5.41006 -0.96732 -1.58647 -0.09 -0.15 0.04 0.346
H 5.51139 0.40485 0.97249 0.03 0.04 -0.02 0.253
H 6.01317 1.05941 -0.43033 0.29 -0.02 0.10 0.419
H -1.16295 -0.22632 -3.64972 -0.06 -0.11 -0.02 0.513
H -1.72676 0.86728 -2.42307 -0.08 -0.09 -0.04 0.479
H 0.56956 2.15995 -2.89996 -0.15 0.03 0.09 0.748
H 0.58709 1.15584 -4.33518 0.04 0.07 0.06 0.366
H -1.64953 1.90773 -4.99373 -0.05 0.06 0.02 0.448
H -0.46434 3.19876 -4.94931 -0.04 -0.02 -0.02 0.483
H -2.82013 3.70118 -4.03058 -0.06 -0.01 0.11 0.622
H -2.39129 2.79969 -2.58413 0.16 -0.03 0.05 0.257
H -0.65852 -3.73875 -1.19166 0.08 0.01 -0.06 1.044
H 0.81973 -2.92972 -1.58736 0.09 0.16 -0.05 0.462
H -0.29835 -3.87475 0.98992 0.00 0.16 0.13 0.804
H 0.57186 -2.38348 1.16009 0.17 0.12 -0.11 -1.038
H 2.48769 -3.74727 -0.15611 0.15 0.11 0.01 0.301
H 1.48012 -5.12652 0.26846 0.07 0.06 -0.16 0.349
H 3.03344 -5.00349 2.05653 0.02 0.03 -0.06 0.465
H 1.50236 -4.41150 2.65487 0.06 -0.03 0.00 0.354
H 2.46270 -2.13442 2.30689 0.04 0.01 -0.07 0.199
H 3.92254 -2.86780 2.09789 -0.04 0.08 -0.15 0.310
H -3.97544 -3.32700 -1.23635 0.02 -0.19 -0.05 0.238
H -0.72886 -2.33815 -3.58926 -0.06 0.01 -0.08 0.470
H -3.97405 -0.95863 -1.81235 0.07 0.04 -0.27 0.355
F 6.31827 2.72607 -1.28394 -0.11 -0.07 0.06 -0.376
Al 7.27031 3.68903 -2.31194 0.01 0.00 -0.03 0.485
F 8.89502 3.35458 -2.02484 0.13 -0.03 0.03 -0.387
F 6.94760 5.31102 -2.00285 -0.03 0.13 0.03 -0.392
F 6.87437 3.30563 -3.90541 -0.05 -0.04 -0.13 -0.397
```
Positions in Å, forces in eV/Å.

Summary:
Charge: -1
DFT total energy, a.u.: -3381.7765
Frontier orbital gap, Eh: 0.28835

=====

Ordered ΔE to the lowest compared entry with this formula, charge and spin results: 364.5; 17.5; unit kJ/mol.
Ordered HOMO results: -9.583; -6.450; unit eV.
Ordered largest force on an atom results: 3.3; 1.2; unit eV/A.